A 2-piece molecular cluster, C3H6N2O3 overall at a distorted geometry, computed with the ωB97M-V functional and the def2-TZVPD basis.

Results
LUMO (spin up / spin down)	-0.96 / -1.15	eV
DFT total energy	-452.8636	a.u.
gap between HOMO and LUMO (spin up / spin down)	7.343 / 7.143	eV
relative energy (zero: lowest compared OMol25 entry of this formula, charge and spin)	885.9	kJ/mol
HOMO (spin up / spin down)	-8.30 / -8.30	eV
maximum force	4.48	eV Å⁻¹

The geometry in ORCA input format:
```
! RIJCOSX wB97M-V def2-TZVPD def2/J DEFGRID3
* xyz 0 1
C 0.47570 -1.36260 0.89657
C -1.46511 -0.03427 -0.18208
C -0.07580 -0.18105 0.29597
N 0.87326 0.91211 -2.20522
N 0.72781 0.87616 0.33576
O 1.84645 0.82301 0.81029
O 0.62336 1.95282 -1.87861
O 0.29567 2.02542 -0.12433
H 1.12618 -1.91829 0.15767
H 1.02944 -1.09407 1.70295
H -0.25490 -2.02773 1.20245
H -1.50567 1.00166 -0.51334
H -1.62839 -0.69279 -1.08579
H -2.06800 -0.28038 0.58772
*
```


A 4-piece molecular cluster, C5H15NO4 overall at a distorted geometry, computed with the ωB97M-V functional and the def2-TZVPD basis.

Results
LUMO	0.49	eV
DFT total energy	-555.2103	a.u.
gap between HOMO and LUMO	9.910	eV
relative energy (zero: lowest compared OMol25 entry of this formula, charge and spin)	105.5	kJ/mol
HOMO	-9.42	eV
SMILES string	O=CN1CCCC1.O.O.O
maximum force	2.30	eV Å⁻¹

The geometry in ORCA input format:
```
! RIJCOSX wB97M-V def2-TZVPD def2/J DEFGRID3
* xyz 0 1
C -1.99931 0.86336 -0.82993
N -0.80467 0.02233 -0.63728
C 0.43805 0.46899 -0.86894
O 0.66663 1.57994 -1.33550
C -1.14167 -1.17654 0.13940
C -2.45757 -0.85703 0.84156
C -3.05046 0.39035 0.17191
H -2.30806 0.82214 -1.87716
H -1.69933 1.90123 -0.70790
H 1.22310 -0.28305 -0.69766
H -0.34221 -1.35262 0.85828
H -1.30118 -2.06700 -0.46012
H -2.36217 -0.62332 1.91327
H -3.07332 -1.74518 0.99909
H -3.85545 -0.00304 -0.45896
H -3.37962 1.16266 0.85250
H 0.52399 3.33343 1.13715
H 1.90481 3.54853 1.41962
O 1.06739 3.52136 1.91672
H 3.16469 -2.46529 0.17912
H 3.95095 -1.96861 1.51716
O 3.16171 -2.37631 1.14049
H 4.05948 -1.64816 -2.01525
H 3.64781 -0.11439 -1.81535
O 3.96642 -0.93379 -1.38223
*
```


A 2-piece molecular cluster, C6H10N overall at a distorted geometry, computed with the ωB97M-V functional and the def2-TZVPD basis.

Results
LUMO	-5.27	eV
DFT total energy	-288.8593	a.u.
gap between HOMO and LUMO	9.041	eV
relative energy (zero: lowest compared OMol25 entry of this formula, charge and spin)	587.2	kJ/mol
HOMO	-14.31	eV
maximum force	5.00	eV Å⁻¹

The geometry in ORCA input format:
```
! RIJCOSX wB97M-V def2-TZVPD def2/J DEFGRID3
* xyz 1 1
C 2.28354 0.52001 1.49380
C 0.71303 -0.83302 2.02896
C 1.73532 -0.56813 0.91975
C -0.48710 -1.13865 -1.23733
C -0.55638 1.11210 0.05870
C 0.04972 0.19055 -0.87311
N 0.99172 0.57534 2.06123
H 3.04278 1.25876 1.40198
H -0.34343 -1.16843 1.75719
H 1.06364 -1.33379 2.84768
H 0.25057 -1.87511 -0.91178
H -0.67520 -1.17353 -2.28300
H -1.47220 -1.25048 -0.66015
H -0.59662 2.07671 -0.22143
H -0.01152 1.01350 1.15024
H -1.44361 0.73455 0.60630
H 0.97252 0.49374 -1.49041
*
```


The molecule C3H6OS2 at a distorted geometry, computed with the ωB97M-V functional and the def2-TZVPD basis.

Results
LUMO	-0.25	eV
DFT total energy	-989.4211	a.u.
gap between HOMO and LUMO	8.225	eV
relative energy (zero: lowest compared OMol25 entry of this formula, charge and spin)	282.1	kJ/mol
HOMO	-8.48	eV
SMILES string	OCC(=S)CS
maximum force	4.41	eV Å⁻¹

The geometry in ORCA input format:
```
! RIJCOSX wB97M-V def2-TZVPD def2/J DEFGRID3
* xyz 0 1
C -0.59500 -0.32872 1.10594
C 0.52723 0.24285 0.30323
C 0.34717 1.62815 -0.11178
H -2.33318 -0.27784 -0.68364
H -1.27337 0.49003 1.64427
H -0.23135 -1.07355 1.98403
H 1.04198 2.01757 0.66357
H 0.74785 1.81968 -1.18818
H -1.20445 1.69331 -1.00856
O -1.05698 1.82681 -0.12102
S -1.34735 -1.21851 -0.34588
S 1.97434 -0.56508 -0.16834
*
```